# 1
Molecular formula: C15H16Cl2N2O2
Method: DFT, wB97M-V/def2-TZVPD

## Properties
Energy relative to the best compared isomer or geometry (same formula, charge and spin)   31.61 kcal/mol
Electronic energy   -1761.52651 a.u.
F_max   1.2 eV/Å
Lowest unoccupied orbital energy   0.024 Ha
HOMO   -8.4 eV
Structure (SMILES)   O=C(COc1ccc(Cl)cc1Cl)N/N=C/[C@H]1CC=CCC1
Kohn-Sham gap   9.03 eV

Last column: natural (NBO) charge in e.
Element x y z (Å)
O1 -2.37355 -1.47748 -1.51050  -0.587
C1 -1.42438 -1.08935 -0.87142  0.656
C2 -1.38925 -1.00983 0.64993  -0.175
O2 -2.65261 -1.24110 1.22647  -0.482
C3 -3.76844 -0.62046 0.76765  0.284
C4 -4.95866 -1.28961 1.07479  -0.177
C5 -6.19560 -0.79228 0.73191  -0.230
C6 -6.27009 0.41204 0.04902  -0.062
Cl1 -7.80274 1.05804 -0.40794  0.007
C7 -5.11715 1.10579 -0.26491  -0.222
C8 -3.87720 0.60240 0.10138  -0.096
Cl2 -2.51390 1.59020 -0.31748  0.003
N1 -0.26784 -0.69475 -1.47069  -0.448
N2 0.79092 -0.24581 -0.76995  -0.247
C9 1.82776 0.14822 -1.37547  0.094
C10 3.02478 0.63560 -0.63418  -0.266
C11 2.78812 0.70782 0.87303  -0.439
C12 4.06382 0.95887 1.61506  -0.183
C13 5.26501 0.80141 1.08528  -0.190
C14 5.49173 0.34545 -0.32355  -0.438
C15 4.22954 -0.27294 -0.91745  -0.382
H1 -0.94880 -0.05829 0.96471  0.223
H2 -0.75535 -1.82030 1.02380  0.223
H3 -4.86951 -2.22916 1.59589  0.224
H4 -7.09323 -1.33486 0.98062  0.230
H5 -5.17277 2.04656 -0.78962  0.238
H6 -0.23876 -0.71282 -2.49330  0.378
H7 1.90220 0.13312 -2.47050  0.153
H8 3.26735 1.63740 -1.01066  0.214
H9 2.34568 -0.23282 1.21210  0.225
H10 2.06640 1.49556 1.09730  0.222
H11 3.95592 1.27795 2.64220  0.206
H12 6.15376 1.01040 1.66395  0.205
H13 5.80836 1.20213 -0.92847  0.209
H14 6.30777 -0.38102 -0.34672  0.217
H15 4.04768 -1.24701 -0.45966  0.205
H16 4.35303 -0.41908 -1.99263  0.207

=====

# 2
Molecular formula: C15H16ClNO3S
Method: DFT, wB97M-V/def2-TZVPD

## Properties
Energy relative to the best compared isomer or geometry (same formula, charge and spin)   0.00 kcal/mol
Electronic energy   -1720.07508 a.u.
F_max   1.3 eV/Å
Lowest unoccupied orbital energy   0.015 Ha
HOMO   -8.1 eV
Structure (SMILES)   CCOC(=O)CSCc1nc(-c2ccc(Cl)cc2)oc1C
Kohn-Sham gap   8.48 eV

Last column: natural (NBO) charge in e.
Element x y z (Å)
C1 5.40078 1.84474 1.28771  -0.634
C2 5.33782 0.39315 0.83551  -0.076
O1 4.28715 0.18699 -0.11122  -0.506
C3 3.06138 -0.01597 0.37241  0.788
O2 2.78448 -0.03179 1.54477  -0.616
C4 2.08394 -0.29383 -0.73930  -0.639
S1 1.87511 -2.10769 -0.80313  0.205
C5 0.69781 -2.27920 0.59779  -0.552
C6 -0.63855 -1.79185 0.20024  0.048
N1 -0.96418 -0.46458 0.21675  -0.467
C7 -2.18677 -0.39367 -0.22835  0.454
C8 -2.96864 0.81013 -0.38989  -0.044
C9 -2.42270 2.04029 -0.01987  -0.180
C10 -3.15589 3.19928 -0.16746  -0.228
C11 -4.44163 3.13205 -0.68678  -0.033
Cl1 -5.36171 4.58117 -0.87229  0.012
C12 -4.99865 1.91698 -1.05803  -0.229
C13 -4.26215 0.75896 -0.90917  -0.193
O3 -2.69671 -1.60333 -0.54809  -0.402
C14 -1.71175 -2.49449 -0.28451  0.270
C15 -1.93574 -3.93887 -0.53427  -0.664
H1 5.51783 2.50172 0.42918  0.210
H2 4.48702 2.10940 1.81417  0.223
H3 6.24490 1.98083 1.95754  0.216
H4 6.25050 0.10183 0.31200  0.190
H5 5.17320 -0.26465 1.69515  0.199
H6 2.48017 0.01891 -1.70146  0.247
H7 1.10315 0.13711 -0.53489  0.271
H8 0.67900 -3.33804 0.84448  0.237
H9 1.10742 -1.69526 1.42089  0.268
H10 -1.42382 2.06371 0.38516  0.240
H11 -2.73993 4.15273 0.11764  0.230
H12 -5.99945 1.88302 -1.45905  0.229
H13 -4.68441 -0.19229 -1.19431  0.228
H14 -2.80451 -4.06566 -1.17459  0.237
H15 -1.06269 -4.37298 -1.01681  0.234
H16 -2.11179 -4.46888 0.40212  0.229

=====

# 3
Molecular formula: C15H16N3O3PdS
Method: DFT, wB97M-V/def2-TZVPD

## Properties
Energy relative to the best compared isomer or geometry (same formula, charge and spin)   17.46 kcal/mol
Electronic energy   -1496.06444 a.u.
2S+1   5
F_max   3.7 eV/Å
Lowest unoccupied orbital energy (alpha / beta)   -0.388 / -0.483 Ha
HOMO (alpha / beta)   -18.7 / -18.8 eV
<S²>   6.060
Total charge   +3
Kohn-Sham gap (alpha / beta)   8.16 / 5.66 eV

Last column: Mulliken spin population.
Element x y z (Å)
Pd1 -0.74473 0.78054 0.21264  1.432
O1 -1.15433 -3.84876 -0.43386  0.186
C1 -0.05323 -4.02566 -1.08116  0.176
C2 0.38667 -5.36946 -1.28766  0.176
C3 1.54257 -5.62616 -1.97686  -0.028
C4 2.30657 -4.56696 -2.49676  0.264
C5 1.90617 -3.23556 -2.30646  0.161
C6 0.75077 -2.93686 -1.59746  0.107
C7 0.34057 -1.55736 -1.31656  0.022
O2 -0.67293 -1.30176 -0.57256  0.193
N1 1.04007 -0.57666 -1.87286  0.465
N2 0.71427 0.63524 -1.54566  0.125
C8 0.98097 1.72124 -2.19136  0.156
C9 0.40007 2.94904 -1.69966  0.009
C10 0.72937 4.20594 -2.21766  0.081
C11 0.06637 5.32554 -1.73496  -0.026
C12 -0.95033 5.16334 -0.80376  0.090
C13 -1.24413 3.87664 -0.34386  0.048
N3 -0.56723 2.81604 -0.75716  0.100
H1 -1.40953 -2.89576 -0.34356  -0.010
H2 -0.23133 -6.15586 -0.87866  -0.002
H3 1.86347 -6.64666 -2.13456  0.005
H4 3.21737 -4.78286 -3.04136  -0.002
H5 2.51387 -2.43406 -2.70226  0.005
H6 1.55907 1.71104 -3.11536  0.002
H7 1.48737 4.28314 -2.98256  0.001
H8 0.33067 6.30914 -2.10176  0.001
H9 -1.51543 6.00764 -0.43876  0.001
H10 -2.05313 3.71074 0.36444  0.007
C14 -1.58033 -0.68136 4.43364  0.004
S1 -0.37103 0.45324 3.70324  0.033
C15 -0.75503 1.94984 4.64654  0.015
O3 -0.95963 0.76274 2.30944  0.199
H11 -2.55733 -0.21836 4.52774  0.001
H12 -1.20783 -0.96216 5.41584  0.000
H13 -1.65513 -1.57816 3.82474  0.001
H14 -0.43143 1.79274 5.67304  0.002
H15 -1.82203 2.15744 4.62454  0.000
H16 -0.20013 2.78924 4.23944  0.000

=====

# 4
Molecular formula: C15H16N7OPtS
Method: DFT, wB97M-V/def2-TZVPD

## Properties
Energy relative to the best compared isomer or geometry (same formula, charge and spin)   0.42 kcal/mol
Electronic energy   -1557.07139 a.u.
F_max   0.6 eV/Å
Lowest unoccupied orbital energy   -0.110 Ha
HOMO   -10.7 eV
Total charge   +1
Kohn-Sham gap   7.76 eV

Last column: natural (NBO) charge in e.
Element x y z (Å)
Pt1 -0.04670 0.45972 -0.46475  0.834
O1 -1.36584 4.23903 -0.90138  -0.598
C1 -1.19961 3.03549 -0.87271  0.613
N1 -0.03775 2.36809 -0.90249  -0.594
C2 1.22968 3.06020 -0.84830  -0.274
C3 2.32856 2.04829 -0.68283  0.263
C4 3.66705 2.41651 -0.72014  -0.223
C5 4.64620 1.46966 -0.50272  -0.119
C6 4.27300 0.15714 -0.23800  -0.241
C7 2.93296 -0.14848 -0.22446  0.061
N2 1.97966 0.76554 -0.45856  -0.461
C8 -2.37450 2.08080 -0.70476  0.146
C9 -3.67196 2.54351 -0.71040  -0.191
C10 -4.70282 1.63823 -0.50749  -0.125
C11 -4.39546 0.30520 -0.28343  -0.232
C12 -3.06971 -0.08528 -0.28408  0.059
N3 -2.07882 0.77965 -0.50821  -0.442
H1 1.25815 3.75424 0.00015  0.239
H2 1.40626 3.65705 -1.74749  0.239
H3 3.91962 3.45005 -0.91290  0.244
H4 5.69093 1.74792 -0.53031  0.241
H5 5.00226 -0.61458 -0.04167  0.244
H6 2.59969 -1.15230 0.00085  0.190
H7 -3.83188 3.60140 -0.86414  0.268
H8 -5.73200 1.97034 -0.51309  0.241
H9 -5.16447 -0.43110 -0.10048  0.242
H10 -2.79676 -1.11220 -0.08161  0.189
C13 0.00548 -4.68158 0.14668  -0.672
C14 -0.01387 -3.66458 1.22525  0.345
N4 -0.00465 -3.90069 2.48995  -0.223
N5 -0.03078 -2.66549 3.07629  -0.380
C15 -0.05681 -1.62656 2.22259  0.199
S1 -0.09796 -0.00989 2.54919  -0.198
N6 -0.04236 -2.29559 1.00133  -0.272
N7 -0.06390 -1.68691 -0.26409  -0.603
H11 0.02170 -5.66631 0.60559  0.278
H12 0.89131 -4.58126 -0.48365  0.233
H13 -0.88062 -4.61095 -0.48702  0.234
H14 -0.03377 -2.57871 4.07883  0.441
H15 -0.89355 -2.00702 -0.75973  0.402
H16 0.73409 -2.02853 -0.79579  0.402

=====

# 5
Molecular formula: C15H17B2Br6NO19
Method: DFT, wB97M-V/def2-TZVPD

## Properties
Energy relative to the best compared isomer or geometry (same formula, charge and spin)   57.93 kcal/mol
Electronic energy   -17560.48309 a.u.
F_max   7.2 eV/Å
Lowest unoccupied orbital energy   0.104 Ha
HOMO   -3.3 eV
Total charge   -2
Kohn-Sham gap   6.16 eV

Last column: natural (NBO) charge in e.
Element x y z (Å)
N1 -25.38140 5.05152 20.48204  -0.910
H1 -26.30687 4.67831 20.32612  0.402
H2 -24.80948 4.27216 20.77463  0.455
H3 -25.43770 5.67186 21.27708  0.473
H4 -25.05055 5.43972 19.61029  0.444
O1 -27.33449 6.07217 26.73293  -0.585
C1 -26.49356 5.21544 26.42075  0.710
O2 -25.61089 5.28317 25.55657  -0.620
B1 -24.84346 4.09376 25.25241  1.175
O3 -25.29032 3.15514 26.27169  -0.653
C2 -26.23201 3.70405 26.99438  0.674
O4 -26.97967 3.14616 27.85884  -0.607
O5 -25.09394 3.47797 23.83641  -0.658
C3 -23.99609 3.67224 23.12100  0.723
O6 -23.85023 3.50438 21.92267  -0.626
C4 -22.93123 4.25354 24.06936  0.678
O7 -23.43531 4.34736 25.27706  -0.642
O8 -21.77404 4.43318 23.73642  -0.527
O9 -17.06667 8.28997 20.73412  -0.577
C5 -18.18075 7.83281 20.98627  0.675
O10 -19.14569 7.49550 20.09660  -0.655
B2 -20.26817 6.93315 20.86609  1.142
O11 -19.93942 7.15069 22.26054  -0.626
C6 -18.73328 7.66912 22.41770  0.683
O12 -18.09386 7.84684 23.45504  -0.572
O13 -20.46802 5.53503 20.64541  -0.671
C7 -21.70944 5.36400 20.00772  0.686
O14 -22.10523 4.38975 19.50755  -0.525
C8 -22.39657 6.65369 20.07898  0.697
O15 -21.55425 7.54188 20.53644  -0.611
O16 -23.53185 6.82742 19.62814  -0.635
O17 -27.13497 7.82412 21.74744  -0.729
C9 -26.20837 7.77696 22.61042  0.934
O18 -25.49792 6.76792 22.65070  -0.820
O19 -26.19335 8.62190 23.52989  -0.794
H5 -27.59044 8.63249 21.99379  0.492
Br1 -26.22809 6.75700 16.92029  -0.084
C10 -26.50509 8.12347 18.37135  -0.394
C11 -25.34658 9.09057 18.13847  -0.467
Br2 -25.07874 10.17537 19.72785  0.024
H6 -26.48596 7.62351 19.33974  0.255
H7 -27.47467 8.59827 18.22115  0.217
H8 -25.68067 9.82974 17.41038  0.204
H9 -24.44123 8.66304 17.70760  0.247
Br3 -28.38194 4.51868 18.76112  -0.005
C12 -29.78256 3.12057 18.43108  -0.439
C13 -29.74908 2.84691 16.98469  -0.420
Br4 -31.23789 1.63982 16.58806  -0.052
H10 -30.71676 3.67467 18.52241  0.221
H11 -29.81248 2.15746 18.94060  0.242
H12 -28.89430 2.27208 16.62828  0.224
H13 -29.87448 3.73247 16.36167  0.228
Br5 -27.43770 2.06722 21.10672  -0.045
C14 -28.48809 1.98255 22.76874  -0.419
C15 -28.43232 3.32513 23.53489  -0.440
Br6 -29.64096 3.35941 25.11640  -0.014
H14 -28.03381 1.15799 23.31813  0.228
H15 -29.51197 1.80210 22.44130  0.214
H16 -28.91500 4.02111 22.84880  0.215
H17 -27.43374 3.69861 23.76173  0.261

=====

# 6
Molecular formula: C15H17BCl3N2O3S
Method: DFT, wB97M-V/def2-TZVPD

## Properties
Electronic energy   -2720.88127 a.u.
F_max   3.7 eV/Å
Lowest unoccupied orbital energy   0.083 Ha
HOMO   -6.0 eV
Total charge   -1
Kohn-Sham gap   8.30 eV

Last column: natural (NBO) charge in e.
Element x y z (Å)
Cl1 -2.63021 1.55311 -0.96338  -0.290
B1 -2.33003 -0.29763 -1.10911  0.502
Cl2 -3.86007 -1.20605 -1.78275  -0.325
Cl3 -0.83612 -0.57320 -2.24189  -0.315
O1 -2.05023 -0.82700 0.16383  -0.732
C1 -1.44654 -1.99402 0.42308  0.154
C2 -0.68096 -1.97801 1.66887  0.041
C3 0.15850 -3.03680 2.03988  -0.260
C4 0.83300 -2.95114 3.25326  -0.209
C5 0.59681 -1.87584 4.13208  -0.245
C6 -0.27713 -0.83476 3.75804  -0.202
C7 -0.92557 -0.88617 2.51678  -0.202
H1 -1.12230 -2.60704 -0.43220  0.256
H2 0.21696 -3.88213 1.35934  0.211
H3 1.60096 -3.69633 3.50884  0.207
H4 1.17620 -1.77292 5.04790  0.203
H5 -0.42104 0.06132 4.38831  0.207
H6 -1.68862 -0.15689 2.24579  0.249
C8 -1.29110 -5.95452 4.15006  -0.639
C9 -2.68223 -5.61745 3.68093  -0.224
N1 -2.71769 -5.27788 2.23406  -0.475
C10 -2.83105 -3.90632 1.90439  0.691
O2 -3.14984 -3.13795 2.81838  -0.589
C11 -2.48475 -3.36517 0.56154  -0.516
C12 -2.14580 -4.53773 -0.35514  0.685
O3 -1.51052 -4.37746 -1.42173  -0.568
N2 -2.58439 -5.83365 -0.00165  -0.482
C13 -2.50052 -6.94283 -1.08327  -0.196
C14 -1.13135 -7.50171 -1.25617  -0.648
C15 -2.41571 -6.25126 1.30633  0.323
S1 -1.91330 -7.77287 1.73460  -0.194
H7 -1.30917 -6.19226 5.22491  0.207
H8 -0.88512 -6.83444 3.60869  0.230
H9 -0.60283 -5.11571 3.98889  0.220
H10 -3.36728 -6.45014 3.82299  0.207
H11 -3.02022 -4.73407 4.22607  0.253
H12 -3.41754 -2.74262 0.20602  0.359
H13 -3.19769 -7.69397 -0.71049  0.214
H14 -2.86574 -6.49660 -2.00562  0.224
H15 -1.14794 -8.27206 -2.03503  0.208
H16 -0.41784 -6.73589 -1.54300  0.229
H17 -0.77336 -7.98292 -0.33374  0.234

=====

Among the records above, which one has the lowest F_max? C15H16N7OPtS